(1)
This record from the Open Molecules 2025 dataset describes C28H32FN5O3S2Tc as an isolated structure. The level of theory is ωB97M-V/def2-TZVPD.

```
72
Properties=species:S:1:pos:R:3:forces:R:3:mulliken_charge:R:1
Tc 0.6191 1.7345 2.1461 0.05 -0.31 -0.20 -0.053
S -1.5689 0.8668 2.0046 0.03 -0.01 0.02 -0.341
C -1.3177 -0.6540 1.1811 0.06 -0.05 -0.01 0.648
C -2.3422 -1.6048 1.1598 0.00 0.03 0.01 -0.704
C -2.1871 -2.7830 0.4601 0.02 -0.03 -0.02 -0.521
C -1.0029 -3.0538 -0.2371 -0.04 -0.01 0.02 -0.592
C 0.0209 -2.1398 -0.2210 0.00 0.05 0.02 -0.772
C -0.1197 -0.9319 0.4908 -0.05 -0.07 0.00 0.755
S 1.1961 0.1771 0.4974 0.02 0.11 0.07 -0.223
H -3.2609 -1.3998 1.6935 0.00 0.00 0.00 0.451
H -2.9922 -3.5057 0.4492 0.00 0.00 0.00 0.408
H -0.8938 -3.9816 -0.7812 0.00 0.00 0.00 0.409
H 0.9488 -2.3339 -0.7431 0.00 -0.01 0.00 0.458
C 3.4627 7.7810 -1.8863 -0.01 0.00 0.00 -0.946
C 3.4358 6.3457 -2.3837 0.00 0.03 -0.02 -0.988
N 2.5268 5.4999 -1.5895 -0.02 -0.04 0.01 0.173
C 3.0414 4.7300 -0.6275 0.02 0.01 -0.03 -0.113
C 2.3152 3.9310 0.2195 0.04 -0.12 0.01 -0.492
C 3.1217 3.1399 1.2217 -0.08 0.09 0.01 0.215
O 4.3253 3.1347 1.1458 0.02 0.02 0.03 -0.642
O 2.4403 2.5271 2.1590 0.12 -0.05 -0.08 -0.624
C 0.9117 3.8880 0.0783 0.00 0.04 -0.06 2.181
O 0.1183 3.1780 0.7588 -0.03 0.15 0.08 -0.783
C 0.3386 4.7194 -0.9734 0.01 -0.02 0.00 0.739
C -1.0447 4.7011 -1.1861 -0.02 0.00 -0.01 -0.594
C -1.5847 5.4628 -2.1786 0.02 0.00 0.02 0.491
F -2.9197 5.4733 -2.3480 -0.01 0.00 0.03 -0.333
C -0.7951 6.2554 -3.0290 -0.04 -0.01 0.09 -1.536
C 0.5686 6.2757 -2.8154 0.00 0.00 -0.03 -0.807
C 1.1517 5.5159 -1.7911 0.02 0.02 0.04 0.273
N -1.3483 7.0224 -4.0835 0.11 0.01 -0.12 0.317
C -2.5353 6.5489 -4.7710 -0.03 0.00 -0.03 -0.623
C -2.5563 7.1172 -6.1785 0.00 -0.02 0.02 -0.946
N -2.5210 8.6224 -6.0969 -0.01 0.01 -0.01 -0.146
C -1.3258 9.1136 -5.3227 0.00 -0.02 0.02 -0.713
C -1.3313 8.4669 -3.9494 -0.06 0.02 0.04 -0.496
H 4.1255 8.3778 -2.5116 0.00 0.00 0.00 0.376
H 3.8322 7.8259 -0.8622 0.00 0.00 0.00 0.335
H 2.4700 8.2326 -1.9075 0.01 0.01 0.00 0.285
H 4.4219 5.8921 -2.3133 0.00 0.01 0.02 0.461
H 3.1410 6.2791 -3.4296 0.00 -0.02 -0.01 0.425
H 4.1190 4.7357 -0.5148 0.00 0.01 -0.01 0.559
H -1.6768 4.0927 -0.5535 0.00 0.00 0.00 0.592
H 1.1782 6.8699 -3.4802 0.00 -0.01 0.00 0.569
H -3.4649 6.8232 -4.2525 0.01 0.01 0.00 0.430
H -2.5174 5.4636 -4.8446 0.00 0.00 -0.01 0.488
H -3.4609 6.8374 -6.7149 0.00 0.00 0.00 0.428
H -1.6790 6.8137 -6.7465 0.00 0.01 0.00 0.365
H -3.3754 8.9505 -5.6386 0.00 0.00 0.00 0.402
H -2.5219 9.0256 -7.0350 0.01 0.00 0.00 0.352
H -1.3873 10.1987 -5.2660 0.00 0.00 0.00 0.395
H -0.4468 8.8205 -5.8937 0.00 0.01 0.00 0.363
H -2.2007 8.8314 -3.3774 0.01 0.00 0.02 0.227
H -0.4404 8.7861 -3.4125 0.02 0.00 -0.02 0.398
N -0.3632 3.6093 4.6432 0.03 0.00 -0.01 -0.106
C -0.0072 2.9538 3.7669 -0.09 0.10 0.06 0.369
H -0.6600 4.1904 5.4028 0.00 -0.03 0.02 0.301
C 3.0247 -1.6558 5.6870 0.01 0.02 0.00 -1.612
C 1.5933 -1.7394 5.1405 0.01 -0.04 -0.02 2.066
C 1.4043 -3.0061 4.2902 0.00 0.00 0.01 -1.549
C 0.5627 -1.6836 6.2761 0.00 0.00 0.00 -1.604
C 1.3657 -0.5883 4.2556 0.06 -0.02 -0.05 -0.452
N 1.1801 0.2777 3.5314 -0.20 0.09 0.11 0.052
H 3.1992 -2.5205 6.3266 0.00 0.00 0.00 0.407
H 3.1720 -0.7539 6.2802 0.00 0.00 0.00 0.395
H 3.7574 -1.6702 4.8808 0.00 0.00 0.00 0.395
H 1.5691 -3.8765 4.9250 0.00 0.00 0.00 0.423
H 2.1192 -3.0387 3.4685 0.00 0.00 0.00 0.370
H 0.3944 -3.0610 3.8831 0.00 0.00 0.00 0.372
H 0.7304 -2.5350 6.9352 0.00 0.00 0.00 0.405
H -0.4547 -1.7425 5.8900 0.00 0.01 0.00 0.384
H 0.6685 -0.7716 6.8631 0.00 0.00 0.00 0.400
```
Forces are in eV/Å.

Its spin multiplicity is 4. The calculation puts the HOMO-LUMO gap (alpha / beta) at 6.8 / 5.8 eV. The HOMO energy (alpha / beta) is -11.68 / -12.10 eV. The net charge is +2.

(2)
This record from the Open Molecules 2025 dataset describes C28H32N5O3RuSSe2 as an isolated structure. The level of theory is ωB97M-V/def2-TZVPD.

```
72
Properties=species:S:1:pos:R:3:forces:R:3:mulliken_charge:R:1
Ru -0.1254 0.0244 0.6665 -2.74 0.35 -0.78 0.184
N -0.6780 2.3189 -2.9014 -0.08 0.31 -0.12 0.293
C -0.6606 1.3235 -2.0266 -0.22 -0.28 -0.05 -1.009
N -0.5573 1.4910 -0.7449 0.90 0.35 0.30 0.622
C -0.4457 2.7808 -0.2107 -0.04 0.20 -0.61 -0.013
N -0.4238 2.9893 1.0574 -0.01 -0.77 0.40 -1.438
N -0.4894 1.7552 1.7058 0.47 0.37 -0.52 1.135
C -0.6308 1.7256 2.9644 -0.28 -0.30 0.72 -0.762
C -0.8390 0.3813 3.5208 -0.02 0.58 -0.26 0.871
C -1.0020 0.1500 4.8726 -0.11 -0.07 0.30 -0.889
C -1.2260 -1.1466 5.3031 -0.01 0.09 0.09 -0.407
C -1.3100 -2.1592 4.3631 -0.09 -0.03 -0.10 -1.182
C -1.1539 -1.8450 3.0242 -0.21 0.12 -0.08 -0.413
N -0.9146 -0.6019 2.6033 1.24 -0.26 0.23 0.528
C -0.3724 3.9041 -1.1456 -0.07 -0.16 0.10 0.597
C -0.1420 5.2155 -0.7236 -0.01 -0.02 0.09 -0.353
C -0.0482 6.2313 -1.6453 0.00 0.02 -0.16 -0.837
C -0.2026 5.9550 -3.0108 0.02 0.14 0.14 -0.426
C -0.4298 4.6705 -3.4431 -0.01 -0.15 -0.01 -0.897
C -0.4967 3.6420 -2.5030 0.00 0.03 -0.15 0.248
H -0.7023 2.0993 -3.8837 -0.02 -0.02 0.00 0.346
H -0.7517 0.3071 -2.3977 0.11 0.01 0.06 0.489
H -0.6547 2.6330 3.5599 -0.08 -0.07 0.02 0.360
H -0.9535 0.9779 5.5683 0.03 -0.04 -0.02 0.460
H -1.3455 -1.3622 6.3574 0.01 0.01 -0.02 0.431
H -1.4881 -3.1854 4.6538 -0.02 0.02 -0.02 0.486
H -1.2195 -2.5993 2.2555 0.10 -0.01 0.01 0.572
H -0.0344 5.4024 0.3365 0.01 -0.01 -0.03 0.490
H 0.1447 7.2444 -1.3176 -0.03 -0.02 -0.02 0.428
H -0.1448 6.7565 -3.7361 0.02 0.00 0.03 0.425
H -0.5492 4.4509 -4.4977 0.03 -0.01 0.03 0.419
O -2.6552 -5.1695 0.2120 -0.03 0.05 -0.12 -0.512
C -2.8636 -4.5429 -1.0596 0.01 -0.06 0.14 -1.411
C -2.2526 -3.1399 -1.0462 -0.02 -0.14 0.02 2.573
C -2.4201 -2.5659 -2.4514 0.02 -0.12 -0.14 -1.048
O -1.6322 -3.2298 -3.4384 -0.07 0.03 0.17 -0.625
C -3.0296 -2.3003 -0.0334 0.04 0.08 0.09 -1.644
Se -2.6429 -0.3888 0.0994 0.31 0.19 0.05 -0.164
C -0.7807 -3.2731 -0.6616 -0.07 0.12 0.01 -2.185
Se 0.3820 -1.7362 -0.9601 0.50 -0.22 -0.14 -0.400
H -2.9589 -6.0787 0.1536 0.00 0.00 -0.01 0.326
H -3.9371 -4.4642 -1.2710 -0.01 -0.01 0.01 0.421
H -2.3947 -5.1212 -1.8602 0.03 -0.04 0.00 0.488
H -2.1844 -1.5045 -2.4195 -0.01 0.10 -0.01 0.095
H -3.4627 -2.6705 -2.7633 0.01 0.00 -0.05 0.555
H -0.7126 -3.0012 -3.2502 0.00 0.06 -0.03 0.388
H -2.9249 -2.7378 0.9569 -0.09 -0.12 -0.02 0.564
H -4.0929 -2.3234 -0.2885 0.00 0.00 0.05 0.490
H -0.3185 -4.0656 -1.2495 -0.02 -0.10 0.02 0.596
H -0.6939 -3.5583 0.3850 0.04 -0.04 -0.01 0.742
S 2.2024 0.7327 0.6137 0.19 0.05 0.04 -0.345
C 2.4690 1.6514 -0.8850 0.04 -0.02 0.06 0.324
C 2.7997 3.0084 -0.8191 -0.02 0.04 -0.09 -0.404
C 3.0607 3.7429 -1.9724 0.02 -0.07 0.11 -0.511
C 2.9970 3.1368 -3.2195 -0.03 -0.04 0.02 -0.561
C 2.6828 1.7832 -3.2991 -0.03 0.00 0.06 -0.885
C 2.4268 1.0473 -2.1483 0.05 0.08 0.01 -0.288
H 2.8431 3.4821 0.1552 -0.01 0.00 -0.03 0.417
H 3.3149 4.7942 -1.8925 -0.02 -0.03 0.01 0.431
H 3.2033 3.7070 -4.1176 0.00 -0.02 0.02 0.416
H 2.6494 1.2911 -4.2656 0.02 0.00 0.03 0.442
H 2.2068 -0.0109 -2.2155 -0.01 -0.02 -0.01 0.558
C 3.4049 -1.6683 2.9729 -0.02 -0.04 0.02 -1.177
C 2.3140 -2.5610 2.4457 0.02 0.00 -0.14 0.755
C 2.5818 -4.0456 2.4277 0.07 0.00 0.03 -1.260
O 1.2649 -2.1286 2.0220 0.26 -0.14 0.31 0.131
H 4.3591 -1.9294 2.5084 -0.03 0.01 0.04 0.369
H 3.5064 -1.8364 4.0504 0.02 -0.02 -0.05 0.344
H 3.1773 -0.6246 2.7777 -0.02 0.01 -0.01 0.222
H 3.2756 -4.3481 3.2130 -0.01 0.00 -0.03 0.397
H 3.0352 -4.2853 1.4613 0.00 0.01 0.03 0.303
H 1.6472 -4.5971 2.5079 -0.01 0.01 -0.02 0.317
```
Forces are in eV/Å.

Its spin multiplicity is 2. The calculation puts the HOMO-LUMO gap (alpha / beta) at 5.8 / 6.0 eV. The HOMO energy (alpha / beta) is -6.46 / -6.66 eV.

(3)
This record from the Open Molecules 2025 dataset describes C28H33BF4N10O7S2SbSe4Tc as an isolated structure. The level of theory is ωB97M-V/def2-TZVPD.

```
91
Properties=species:S:1:pos:R:3:forces:R:3:nbo_charge:R:1
Tc -0.0940 1.5336 -0.3593 -0.20 -0.85 1.42 0.919
N -1.9643 5.1120 -1.3489 -0.16 -0.17 0.24 -0.468
C -0.9916 5.3187 -2.3115 0.48 -0.36 -0.30 0.090
C -0.7894 6.3455 -3.2220 -0.10 0.04 0.04 -0.203
C 0.3029 6.2268 -4.0565 -0.02 0.05 0.00 -0.179
C 1.1711 5.1317 -3.9766 0.03 -0.08 0.01 -0.200
C 0.9665 4.1104 -3.0732 -0.06 -0.08 0.04 -0.180
C -0.1452 4.1976 -2.2435 -0.05 0.58 -0.19 0.161
N -0.6362 3.3442 -1.2659 -0.08 -0.10 0.19 -0.497
C -1.7093 3.9414 -0.7526 0.19 0.02 -0.22 0.412
C -2.4006 3.2795 0.3202 -0.51 0.04 0.40 0.119
C -3.5472 3.5970 0.9803 0.12 0.03 -0.06 -0.403
S -3.9301 2.3776 2.1062 0.18 0.03 -0.12 0.580
C -2.5397 1.5181 1.6397 -0.08 0.05 -0.07 -0.095
N -1.8202 2.0920 0.7171 -0.30 -0.13 0.12 -0.419
H -2.7369 5.7263 -1.1480 0.02 0.01 0.06 0.444
H -1.4575 7.1930 -3.2762 0.01 0.05 -0.02 0.240
H 0.5021 6.9985 -4.7856 -0.02 0.04 -0.01 0.240
H 2.0232 5.0853 -4.6398 0.02 0.00 0.01 0.235
H 1.6561 3.2841 -3.0004 0.09 -0.01 -0.07 0.200
H -4.1680 4.4691 0.8689 -0.04 0.03 -0.03 0.269
H -2.2969 0.5635 2.0643 -0.02 -0.02 0.07 0.242
N 3.3973 -3.1432 -1.7027 0.11 0.05 0.12 -0.501
C 2.2132 -3.6342 -2.1685 -0.36 -0.08 -0.10 -0.070
C 1.2461 -2.8172 -1.6543 0.32 -0.10 -0.12 -0.132
N 1.8245 -1.8324 -0.8932 0.44 -0.14 -0.44 -0.521
C 3.1170 -2.0622 -0.9383 -0.21 -0.15 0.01 0.166
H 4.3125 -3.5058 -1.9146 0.00 0.03 0.04 0.439
H 2.1470 -4.4989 -2.8033 0.07 -0.06 -0.01 0.239
H 0.1782 -2.8957 -1.7582 -0.09 -0.05 -0.06 0.204
H 3.8654 -1.5140 -0.3895 0.09 -0.04 -0.10 0.196
F 1.1820 2.8695 0.6677 0.07 -0.01 -0.06 -0.541
B 1.2244 3.2011 2.2040 -0.04 -0.62 -0.30 1.375
F 2.4326 2.6900 2.5991 0.16 0.11 0.00 -0.545
F 0.1663 2.4554 2.7109 -0.10 0.08 0.27 -0.571
F 1.0525 4.5284 2.3056 0.04 0.28 -0.03 -0.518
O 0.4566 -1.5005 -7.0008 -0.10 -0.11 -0.04 -0.341
N -0.4562 -1.9518 -6.3466 0.03 -0.05 0.03 0.531
O -1.2617 -2.7849 -6.6927 0.02 0.03 -0.06 -0.333
C -0.6018 -1.4335 -4.9760 0.30 0.27 0.32 -0.028
C -1.6863 -1.8317 -4.1857 -0.13 -0.01 0.16 -0.074
C -1.8187 -1.2888 -2.9394 0.43 0.11 -0.29 -0.066
C -0.9310 -0.2874 -2.4242 0.29 -0.02 -0.28 0.513
O -1.2736 0.3708 -1.3895 -0.42 0.34 0.09 -0.561
C 0.2707 -0.0803 -3.1861 -0.79 -0.42 -0.13 -0.087
C 0.3785 -0.6303 -4.4792 0.07 -0.17 -0.25 -0.037
N 1.3679 0.6175 -2.7310 0.88 0.35 -0.21 0.500
O 1.4430 1.2055 -1.6233 0.61 -0.39 -1.06 -0.345
O 2.3838 0.6575 -3.5076 -0.47 0.18 1.12 -0.484
N -2.8462 -1.8298 -2.0546 -0.15 -0.14 0.27 0.537
O -3.8388 -2.2976 -2.5503 0.01 0.11 -0.05 -0.305
O -2.5866 -1.8321 -0.8588 -0.09 -0.07 -0.06 -0.413
H -2.3905 -2.5719 -4.5444 -0.02 0.04 -0.02 0.299
H 1.2558 -0.4184 -5.0716 -0.08 -0.03 -0.09 0.291
C -0.9915 -4.7427 0.5584 -0.04 -0.09 0.20 -0.623
C -1.4795 -5.1345 1.9507 0.19 0.18 -0.04 -0.397
C -1.3176 -4.0158 2.9804 -0.19 -0.07 -0.15 -0.410
C -2.0881 -2.7260 2.6435 0.25 -0.28 0.36 -0.234
N -1.2736 -1.7965 1.8494 -0.35 -0.10 -0.12 -0.569
C -0.4621 -0.8298 2.2181 0.37 0.63 -0.02 0.389
S 0.6826 -0.2230 0.9957 -0.32 0.93 -0.21 0.114
N -0.3380 -0.2521 3.3952 -0.06 -0.06 0.13 -0.558
C -1.0928 -0.3749 4.6451 -0.01 -0.43 0.25 -0.234
C -0.5305 -1.4483 5.5844 0.05 0.24 0.07 -0.409
C 0.7360 -1.0189 6.3302 0.03 -0.13 -0.22 -0.399
C 1.9272 -0.6971 5.4258 -0.11 -0.04 0.16 -0.613
H -0.9854 -5.6087 -0.1018 0.00 0.03 -0.07 0.233
H 0.0237 -4.3429 0.6075 0.04 0.02 -0.08 0.202
H -1.6492 -3.9944 0.1127 -0.01 0.04 -0.12 0.188
H -0.9034 -5.9916 2.3019 -0.10 -0.07 0.00 0.222
H -2.5272 -5.4381 1.9005 0.00 -0.06 0.05 0.210
H -0.2562 -3.7705 3.0788 0.00 0.00 0.12 0.204
H -1.6688 -4.3773 3.9482 0.05 0.03 0.04 0.231
H -2.4012 -2.2418 3.5611 -0.09 0.01 -0.10 0.213
H -2.9747 -2.9571 2.0514 -0.02 0.11 0.03 0.232
H -1.2346 -2.0430 0.8686 0.14 0.20 -0.06 0.449
H 0.3982 0.4399 3.4328 -0.08 0.12 -0.21 0.457
H -2.1412 -0.5666 4.4208 0.02 0.14 -0.02 0.202
H -1.0303 0.5999 5.1306 -0.06 0.04 -0.09 0.233
H -0.3270 -2.3569 5.0123 -0.06 -0.04 0.02 0.202
H -1.3013 -1.6845 6.3208 -0.04 -0.05 -0.05 0.231
H 1.0123 -1.8385 6.9947 -0.02 0.05 0.08 0.223
H 0.5137 -0.1527 6.9570 -0.03 -0.05 0.08 0.209
H 2.0384 -1.4494 4.6429 0.05 -0.01 -0.05 0.197
H 2.8453 -0.6867 6.0100 0.04 0.06 -0.03 0.235
H 1.8307 0.2865 4.9631 0.08 0.03 -0.06 0.191
Se 4.6451 3.3373 -4.0387 -0.09 -0.80 0.95 -0.359
Sb 4.5345 1.3159 -2.7770 0.88 -0.19 -1.78 1.072
Se 4.3573 1.5452 -0.0297 0.01 0.13 0.27 0.203
Se 5.6353 -0.7605 -3.3060 -0.60 1.12 0.62 -0.391
Se 6.1754 2.5972 0.4211 -0.31 -0.12 -0.19 0.330
```
Forces are in eV/Å.

The calculation puts the HOMO-LUMO gap at 4.6 eV. The HOMO energy is -13.36 eV. The net charge is +2.

Relative energy (zero: lowest compared OMol25 entry of this formula, charge and spin) values, unit kJ/mol, following the record order: 2.35, 126.31, 206.30.